ORCA calculation (ωB97M-V with the def2-TZVPD basis set) on a structure of composition C36H60As7F42N8O4 at a distorted geometry.

Last column: Löwdin charge in e.
Positions of all 157 atoms, in Å:
C1 1.32953 0.54250 1.98645  0.039
C2 0.49944 0.81940 0.73521  -0.376
O1 0.39141 1.88663 0.23627  0.152
N1 -0.21303 -0.37355 0.18582  0.103
H1 0.39717 -1.05877 -0.28008  0.125
H2 -0.63723 -0.91905 0.94905  0.128
C3 -1.25500 0.09130 -0.81742  0.006
H3 0.70702 0.10608 2.76681  0.070
H4 1.80110 1.46244 2.31837  0.061
H5 2.14903 -0.11292 1.68735  0.076
H6 -1.88913 0.83325 -0.34360  0.072
H7 -1.78723 -0.81285 -1.09072  0.075
H8 -0.73330 0.62957 -1.60403  0.079
C4 -0.31643 3.89968 2.73233  0.032
C5 -0.92768 3.83007 4.08581  -0.420
O2 -1.77991 3.06035 4.37039  0.177
N2 -0.63902 4.90298 5.10488  0.097
H9 -0.28180 4.48983 5.97554  0.161
H10 0.14550 5.44293 4.73202  0.173
C6 -1.87623 5.76201 5.26528  0.033
H11 -0.96350 3.34637 2.06334  0.082
H12 0.70029 3.51066 2.69901  0.083
H13 -0.31690 4.98363 2.56732  0.098
H14 -1.73703 6.31988 6.19141  0.102
H15 -2.65478 5.04701 5.51894  0.104
H16 -2.04739 6.43298 4.43343  0.106
C7 -5.29395 5.41214 1.50002  0.033
C8 -4.35643 4.26791 1.24610  -0.389
O3 -3.69236 3.63750 1.98921  0.197
N3 -4.39213 3.77577 -0.19164  0.078
H17 -4.64134 2.78465 -0.16115  0.111
H18 -5.17937 4.23268 -0.64967  0.162
C9 -3.07007 3.90507 -0.93312  0.051
H19 -6.29329 4.97996 1.58855  0.112
H20 -5.08094 6.24533 0.83686  0.102
H21 -5.12754 5.71271 2.53645  0.094
H22 -2.83157 4.94553 -1.14357  0.090
H23 -3.17437 3.37328 -1.87534  0.103
H24 -2.31404 3.44955 -0.30058  0.086
C10 4.44651 3.48412 2.98646  0.027
C11 5.64630 3.92594 2.12457  -0.384
O4 6.33935 3.20510 1.51181  0.211
N4 5.86097 5.41020 2.17822  0.085
H25 4.99034 5.85935 1.87600  0.192
H26 5.93306 5.67097 3.16578  0.177
C12 7.17183 5.89412 1.60276  0.028
H27 3.56455 3.96895 2.56937  0.092
H28 4.60033 3.81127 4.01856  0.077
H29 4.43468 2.39905 3.02783  0.074
H30 7.96409 5.53067 2.25231  0.109
H31 7.20534 6.97857 1.67447  0.102
H32 7.29455 5.52509 0.59120  0.108
C13 4.56288 -9.03872 -0.88428  0.035
N5 4.46656 -7.89354 0.04379  -0.096
C14 5.53043 -7.49368 0.76975  0.008
C15 5.40499 -6.45274 1.65194  0.048
C16 4.16092 -5.86648 1.93177  -0.089
C17 3.10172 -6.26338 1.11227  0.079
C18 3.27180 -7.27632 0.19132  0.036
C19 3.99942 -4.85656 2.99082  -0.108
C20 3.10686 -3.77222 2.93925  0.062
C21 3.04655 -2.82065 3.93808  0.059
N6 3.94593 -2.92106 4.96904  -0.059
C22 4.74036 -3.98999 5.07115  -0.016
C23 4.75992 -4.99190 4.14813  0.030
C24 4.06124 -1.91114 6.02476  0.037
H33 3.88981 -9.79846 -0.49523  0.112
H34 5.58882 -9.39536 -0.86657  0.098
H35 4.32068 -8.71638 -1.89317  0.113
H36 6.46808 -7.95744 0.50305  0.144
H37 6.28756 -6.12525 2.18426  0.135
H38 2.13358 -5.78336 1.10461  0.111
H39 2.52630 -7.76326 -0.42162  0.153
H40 2.44415 -3.53507 2.11493  0.133
H41 2.39455 -1.96211 4.01153  0.153
H42 5.36292 -4.01818 5.95316  0.148
H43 5.39966 -5.85065 4.28829  0.129
H44 3.08608 -1.44520 6.14414  0.102
H45 4.86480 -1.21221 5.80064  0.108
H46 4.35560 -2.44482 6.92588  0.102
C25 -2.21963 -3.02233 -3.62783  0.047
N7 -3.16039 -2.72419 -4.73883  -0.038
C26 -4.44369 -2.42311 -4.55006  0.039
C27 -5.16699 -1.85919 -5.59189  0.035
C28 -4.67809 -1.69971 -6.85941  -0.145
C29 -3.36222 -2.14324 -7.03716  0.046
C30 -2.60689 -2.64330 -5.98020  0.046
C31 -5.49509 -1.30464 -8.03047  -0.117
C32 -6.77451 -1.79518 -8.19952  0.050
C33 -7.65582 -1.25590 -9.12909  0.036
N8 -7.19451 -0.24373 -9.90268  -0.082
C34 -5.99285 0.32116 -9.74274  0.021
C35 -5.12010 -0.22669 -8.82814  0.062
C36 -8.08427 0.21502 -10.99968  0.041
H47 -1.35126 -2.36226 -3.63554  0.099
H48 -1.90120 -4.04855 -3.79555  0.105
H49 -2.76377 -2.89678 -2.69435  0.084
H50 -4.84945 -2.46765 -3.54734  0.142
H51 -6.22544 -1.68084 -5.43802  0.133
H52 -2.88192 -2.04819 -8.00265  0.132
H53 -1.55095 -2.83307 -6.09801  0.159
H54 -7.19405 -2.55144 -7.54777  0.140
H55 -8.63982 -1.67596 -9.26343  0.155
H56 -5.63251 1.11097 -10.38505  0.155
H57 -4.13272 0.17734 -8.64515  0.146
H58 -8.91500 0.75372 -10.54850  0.115
H59 -8.52194 -0.59531 -11.57958  0.110
H60 -7.45252 0.78210 -11.67658  0.103
As1 -0.85676 -4.56345 -0.15235  0.771
F1 0.44508 -3.39268 -0.13940  -0.254
F2 0.23814 -5.87252 0.15353  -0.266
F3 -2.21179 -5.69254 -0.19113  -0.271
F4 -2.02309 -3.27984 -0.53326  -0.274
F5 -0.66921 -4.77515 -1.89053  -0.274
F6 -1.09190 -4.43507 1.56247  -0.241
As2 -2.13824 -1.27637 3.98336  0.801
F7 -3.05437 -0.34435 2.80863  -0.277
F8 -2.86834 -2.73913 3.38020  -0.252
F9 -1.17122 -2.20841 5.12519  -0.275
F10 -1.37465 0.20700 4.55338  -0.276
F11 -3.39244 -1.07273 5.19781  -0.269
F12 -0.88571 -1.40192 2.70104  -0.307
As3 2.62927 2.14064 6.16530  0.801
F13 3.63093 3.59143 6.33159  -0.278
F14 1.22822 3.06742 6.62325  -0.267
F15 1.53345 0.74096 5.97547  -0.272
F16 3.99457 1.17283 5.77859  -0.238
F17 2.88023 1.70629 7.84022  -0.256
F18 2.31147 2.61953 4.44735  -0.293
As4 5.51345 -0.70301 1.85247  0.784
F19 4.23438 -0.14527 2.95161  -0.276
F20 6.72486 0.45176 2.41128  -0.267
F21 6.67616 -1.39478 0.74385  -0.263
F22 4.32824 -1.85892 1.23744  -0.269
F23 5.05414 0.51091 0.70615  -0.240
F24 6.05490 -1.89889 3.02345  -0.269
As5 1.88384 -0.21369 -3.41712  0.766
F25 2.55521 -1.76668 -3.85530  -0.263
F26 1.53924 -0.74206 -1.76854  -0.263
F27 1.21425 1.32285 -2.94544  -0.258
F28 2.13170 0.38450 -5.06301  -0.279
F29 0.24485 -0.69411 -3.93240  -0.303
F30 3.41624 0.30135 -2.85793  -0.231
As6 -5.16456 0.22337 -1.55781  0.802
F31 -5.49120 1.92518 -1.91674  -0.276
F32 -3.64159 0.48061 -2.46959  -0.280
F33 -4.65713 -1.39928 -1.09606  -0.244
F34 -6.63146 0.06314 -0.65499  -0.228
F35 -5.91183 -0.30016 -3.03088  -0.250
F36 -4.33786 0.81467 -0.10850  -0.263
As7 0.80682 5.78741 -1.26150  0.799
F37 -0.80191 6.33984 -1.77637  -0.295
F38 1.63674 6.86508 -2.38556  -0.276
F39 2.39076 5.26280 -0.64884  -0.304
F40 -0.05136 4.80339 -0.05982  -0.290
F41 0.89724 4.46034 -2.39616  -0.248
F42 0.84825 7.11699 -0.11152  -0.300

Force components x, y, z for each atom (eV/Å):
-0.2096 0.0499 -1.0255
1.4989 -0.1376 1.7835
-0.5745 -0.0716 -0.4872
-1.0344 0.3747 -0.6435
0.4303 0.4364 -0.1772
-0.2572 0.2548 0.3910
0.5430 -0.1377 0.5256
0.1143 -0.0716 0.0026
-0.1814 0.0641 -0.0017
-0.0544 -0.3162 0.1475
-0.2118 -0.3943 0.2887
-0.1637 0.2411 -0.3164
0.0592 -0.5151 -0.2815
0.2766 1.1820 0.9938
-1.1244 -2.4717 -0.7527
-0.0427 0.2702 0.7318
0.7528 1.0935 -0.8278
-0.2889 -0.3510 0.0607
-0.0387 0.1823 0.2107
0.5821 -0.6143 1.8991
0.0759 0.1401 -0.1207
0.0202 0.0936 0.0580
0.2935 -0.1324 -1.0253
0.1190 0.3370 -0.2388
-0.3205 0.1272 -0.6376
0.0410 -0.3309 -0.2505
0.7952 -0.5926 1.4805
-0.1766 -0.4693 -0.4563
0.2385 0.3508 0.3132
-0.0413 0.5455 0.0939
0.1557 -0.6479 0.0102
0.2632 0.0104 -0.4606
-0.2914 -0.0072 -0.0704
-0.2529 0.3634 -0.9073
-0.6326 -0.0343 -0.2470
0.3006 0.2365 -0.1352
-0.0301 0.0515 0.2597
0.0035 -0.1632 0.1177
0.0821 0.0298 -0.1009
1.4712 0.8218 -0.4019
-1.8647 -2.6927 1.2572
0.7847 0.9532 -0.4828
1.0588 1.1074 0.5754
0.2832 0.1744 -0.6122
-0.3579 -0.2909 0.1036
-0.2677 0.1954 -0.0376
-0.2843 -0.3529 0.1154
-0.1391 0.2250 -0.0087
-0.3008 -0.0064 -0.4364
-0.0934 -0.3542 -0.1193
-0.2469 0.0057 -0.2971
-0.0554 0.0407 0.0057
0.2667 0.2293 0.3948
-0.0208 0.3867 0.4869
-0.2885 0.3468 -0.8538
0.1142 -0.0113 0.9321
-0.1630 -0.2787 -1.1680
-0.3232 0.0950 -0.4352
0.7232 -0.7510 0.0551
-0.4146 0.7330 0.5036
-0.4189 0.2895 -0.5099
1.7399 -0.3352 1.4336
-0.6537 -0.5033 -0.8871
0.2175 0.1094 0.5359
0.1213 -0.0322 -0.6444
-0.1371 -0.0253 0.3015
0.0138 -0.1536 -0.3399
-0.0649 -0.1070 -0.0124
-0.1893 -0.0540 0.0472
0.0762 -0.0192 0.2819
0.0316 0.0176 -0.0627
-0.1943 -0.0303 0.3388
-0.5426 0.6977 0.0904
0.1040 -0.5140 -0.2496
-0.1327 -0.0386 -0.4317
0.0496 -0.0179 -0.0433
0.0532 0.0662 0.1381
0.2130 0.3346 0.0902
-0.3150 0.1901 -0.3654
-0.2809 0.1073 0.1275
-0.4400 -0.6052 0.3482
1.0923 0.5161 -0.8998
0.3508 0.9929 -0.0739
-1.8752 -0.6276 0.2301
1.4830 -1.5459 -0.3304
0.7696 0.0945 0.0104
-1.2099 1.1046 -0.2474
-0.4916 1.2039 0.7049
-1.5580 -0.2264 0.1414
2.1859 -0.0420 0.4422
-1.5401 -0.4743 -0.7775
1.0338 -1.0071 0.2978
0.4745 -0.1429 0.4713
0.0627 0.2530 0.0223
-0.1459 0.2197 -0.3031
0.0774 -0.0153 0.4384
0.1482 -0.2503 0.0737
0.1205 -0.1743 0.0465
0.1434 0.3079 0.4286
0.0599 -0.1417 0.0075
0.0238 -0.2559 0.2581
0.2822 -0.1649 -0.0235
-0.1296 0.3523 -0.3003
-0.5983 0.1457 -0.1581
-0.0905 0.3560 -0.3255
0.1924 0.4277 -0.2171
0.3377 -0.3755 0.3096
-0.4023 0.4014 0.0357
-2.4454 0.0298 0.0727
-0.1510 -0.2609 0.1213
0.6606 -0.2616 -0.2311
0.7606 0.3005 -0.2042
0.7739 -0.1698 0.3719
0.3396 -0.0383 0.3968
0.3556 0.4385 -0.6378
-0.8305 0.1168 0.5240
0.2303 -0.1286 0.3977
0.3743 0.5878 0.3298
-0.1716 0.4594 -0.8329
-0.0646 -0.6989 -0.4401
0.5576 -0.1479 -0.6739
0.0749 -0.2062 0.4879
-0.9005 -0.8785 0.2956
-0.4354 -0.6890 -0.2447
-0.3755 0.6832 -0.0899
1.1411 1.0257 -0.1645
0.1171 0.1819 -0.6180
-0.1206 0.4301 -0.5776
0.2469 -0.3850 1.2557
0.7455 0.2626 -1.0749
0.8679 -0.1534 -0.0135
-0.7696 -0.7563 0.4333
-0.3460 0.2995 0.2904
0.1473 0.2633 0.2248
-0.3498 -0.4373 0.1701
-0.4239 0.2432 0.3212
-0.0820 0.9783 -0.7208
-0.6388 0.3680 0.2007
-0.1606 -0.6210 -0.2576
-0.1044 -0.2020 -0.2407
0.0451 -0.4285 0.8938
0.3630 -0.4353 0.2943
0.3145 -0.0018 -0.2863
1.8747 -0.1243 1.1645
-0.4985 -0.2355 -0.0580
-0.9818 -0.5068 0.4204
-0.4260 0.8418 -0.9320
0.3228 0.1764 -0.6136
-0.1636 -0.1171 -0.0213
-0.3180 0.2578 -0.3629
1.0137 0.2458 -0.3142
0.7311 -0.4036 -0.1537
-0.7418 -0.6775 0.3339
-0.7656 0.1883 0.1734
0.4080 0.2125 -0.3620
-0.6668 0.8923 0.6178
-0.1811 -0.3792 0.1034

Computed properties:
- Orbital gap: 6.329 eV
- ΔE to the lowest compared entry with this formula, charge and spin: 0.000 eV
- Strongest force on any atom: 3.51 eV/A
- Total charge: +1